An isolated molecule of C3H7NOS, computed with ωB97M-V/def2-TZVPD.

- relative energy (zero: lowest compared OMol25 entry of this formula, charge and spin) (eV) = 1.929
- LUMO energy (eV) = 0.5
- multiplicity = 1
- HOMO (Eh) = -0.3428
- orbital gap (hartree) = 0.3625
- E_tot (Eh) = -646.64109
- structure (SMILES) = N[C@@H](C=O)CS

Each line ends with the Löwdin charge.
CARTESIAN COORDINATES (ANGSTROEM)
O (2.25418, 0.11703, 1.13861)  0.01
C (1.74615, -0.37877, 0.11867)  -0.18
C (0.20673, -0.61237, -0.03880)  -0.40
C (-0.42658, 0.43353, 0.93582)  -0.48
S (-2.33083, 0.55242, 0.77645)  0.66
N (-0.12305, -0.25822, -1.41307)  0.00
H (2.43380, -0.74122, -0.71196)  0.13
H (-0.12540, -1.62092, 0.27767)  0.15
H (-0.02028, 1.48216, 0.89459)  0.09
H (-0.26698, 0.06017, 1.98085)  0.08
H (-2.28776, 0.68837, -0.56062)  -0.19
H (-1.03455, -0.46943, -1.58742)  -0.01
H (-0.02543, 0.74726, -1.81080)  0.14

Cartesian forces, eV/Å:
-1.4 -1.1 -2.7
1.4 -0.2 2.2
0.6 3.5 0.4
-1.1 -0.2 1.4
1.6 -0.3 -0.1
2.6 1.3 -1.2
-0.9 0.4 0.5
0.3 0.4 -0.7
-0.2 -1.3 -0.3
-0.2 0.5 -0.8
-0.2 0.1 0.2
-2.9 -1.1 -0.7
0.4 -2.2 1.8

***

C4H4Cl12 as an isolated structure, computed with ωB97M-V/def2-TZVPD.

- relative energy (zero: lowest compared OMol25 entry of this formula, charge and spin) (eV) = 12.346
- LUMO energy (eV) = 0.0
- multiplicity = 1
- HOMO (Eh) = -0.3370
- orbital gap (hartree) = 0.3387
- E_tot (Eh) = -5676.64751

Each line ends with the Löwdin charge.
CARTESIAN COORDINATES (ANGSTROEM)
C (-0.13264, 0.45349, -2.81224)  -1.49
Cl (-1.12236, -0.98462, -3.30511)  0.59
Cl (0.16011, 1.76274, -4.00255)  0.54
Cl (1.36731, -0.21878, -2.13578)  0.50
H (-0.61063, 0.90651, -1.94368)  -0.28
C (-0.78453, -0.10747, 0.77111)  -1.34
Cl (-2.15918, -0.70065, 1.84723)  0.47
Cl (-0.09003, 1.26801, 1.47427)  0.67
Cl (-1.25828, 0.27387, -0.91667)  0.78
H (-0.05819, -0.91958, 0.80274)  -0.07
C (1.41584, 2.14583, 2.94271)  -1.65
Cl (1.50875, 0.43982, 3.19427)  0.56
Cl (3.02193, 2.87685, 2.85196)  0.54
Cl (0.51533, 2.95461, 4.27239)  0.53
H (0.96645, 2.23534, 1.95370)  -0.20
C (-0.57952, -2.41068, -1.07488)  -1.54
Cl (1.21964, -2.17057, -0.93620)  0.46
Cl (-1.22848, -2.58977, 0.54935)  0.55
Cl (-1.06469, -3.70802, -2.12020)  0.58
H (-1.08691, -1.50693, -1.41238)  -0.20

Cartesian forces, eV/Å:
2.8 0.6 -4.4
0.3 1.9 -3.1
-0.3 -0.8 -0.2
-0.3 5.7 -3.7
2.5 2.7 -4.6
-2.0 0.0 1.1
-0.3 2.9 1.0
-5.6 -1.1 -4.5
-4.9 -1.2 10.4
0.0 0.7 -0.3
2.2 1.6 2.6
2.1 -1.2 2.2
0.1 0.0 -0.1
0.0 -0.3 -0.8
2.2 2.6 1.4
0.5 -1.0 1.0
-1.0 -6.2 3.2
0.4 -4.5 -1.6
0.3 -0.7 -0.1
1.0 -1.6 0.2